Entry 1:
44
Properties=species:S:1:pos:R:3 method="wB97M-V/def2-TZVPD" orbital_gap_ha=0.28888 multiplicity=1 total_charge=+1 e_tot_ev=-23927.6735
Ag -0.28 -0.76 0.53
C 1.26 1.19 -0.91
C 1.78 0.22 0.20
C 3.29 0.47 0.57
O 3.60 1.82 0.91
C 4.48 1.88 2.01
N 0.87 0.33 1.31
H 1.48 2.25 -0.94
H 0.20 0.91 -0.94
H 1.65 0.89 -1.88
H 1.62 -0.75 -0.27
H 3.77 0.13 -0.35
H 3.62 -0.20 1.36
H 4.03 1.42 2.89
H 4.73 2.88 2.34
H 5.46 1.45 1.76
H 0.99 1.25 1.71
H 0.92 -0.35 2.06
C -3.59 1.56 0.46
C -2.55 0.45 0.23
C -1.67 0.71 -1.04
O -0.85 -0.46 -1.23
C -0.05 -0.45 -2.46
N -1.79 0.35 1.48
H -3.05 2.51 0.46
H -4.23 1.52 1.34
H -4.22 1.66 -0.42
H -3.07 -0.51 0.21
H -0.99 1.53 -0.83
H -2.22 0.79 -1.98
H 0.68 -1.26 -2.45
H 0.51 0.49 -2.53
H -0.71 -0.64 -3.31
H -2.37 0.09 2.26
H -1.38 1.21 1.82
C -2.34 -2.38 -0.43
C -0.92 -3.11 -0.41
O 0.21 -2.23 -0.43
H -2.75 -2.21 0.57
H -3.12 -2.90 -0.98
H -2.40 -1.42 -0.93
H -0.85 -3.77 -1.28
H -0.66 -3.83 0.37
H 0.94 -2.72 -0.82


Entry 2:
49
Properties=species:S:1:pos:R:3 method="wB97M-V/def2-TZVPD" orbital_gap_ha="0.26496 / 0.19200" multiplicity=2 total_charge=0 e_above_lowest_kcal_mol=22.0 e_tot_ev=-33065.3656
Ag -0.03 -0.19 -0.76
C -1.90 3.99 -1.72
C -1.29 3.05 -0.67
C -1.83 3.29 0.73
O -1.17 1.72 -1.01
H -1.48 4.98 -1.53
H -2.98 4.07 -1.57
H -1.59 3.70 -2.72
H -0.23 3.38 -0.58
H -2.92 3.39 0.75
H -1.42 4.16 1.26
H -1.56 2.45 1.37
C -0.10 -3.86 0.99
C 1.20 -3.11 0.64
C 2.33 -4.06 0.25
O 1.00 -2.19 -0.37
H -0.73 -4.18 0.16
H -0.69 -3.24 1.66
H 0.23 -4.72 1.59
H 1.54 -2.75 1.62
H 3.32 -3.61 0.19
H 2.15 -4.62 -0.67
H 2.33 -4.83 1.02
C 1.31 -0.56 -3.42
C 2.10 0.66 -2.97
O 2.04 0.73 -1.55
O -0.09 -0.49 -3.15
H 1.78 -1.32 -2.80
H 1.54 -0.97 -4.41
H 1.72 1.61 -3.37
H 3.09 0.65 -3.44
H 2.64 1.46 -1.34
H -0.54 -0.39 -3.99
C 1.54 1.09 2.08
O 1.01 0.54 1.13
N 1.27 0.72 3.37
N 2.59 1.98 2.05
H 1.87 0.95 4.13
H 0.44 0.16 3.48
H 2.71 2.42 2.94
H 2.72 2.43 1.16
C -2.73 -1.11 0.71
O -2.02 -1.23 -0.29
N -3.00 0.10 1.31
N -3.24 -2.15 1.40
H -2.85 1.02 0.94
H -3.05 -0.07 2.30
H -3.05 -3.05 0.99
H -3.94 -1.99 2.09


Entry 3:
49
Properties=species:S:1:pos:R:3 method="wB97M-V/def2-TZVPD" orbital_gap_ha=0.13946 multiplicity=1 total_charge=-1 e_above_lowest_kcal_mol=83.3 e_tot_ev=-70440.4486
Ag -13.88 -23.30 5.48
O -14.83 -24.20 3.37
C -14.55 -23.95 2.01
C -15.44 -24.38 0.76
O -16.80 -24.04 0.71
H -13.60 -24.45 1.83
H -14.19 -22.93 1.86
H -15.33 -25.46 0.76
H -14.92 -24.20 -0.17
C -12.86 -25.65 -4.54
S -13.77 -26.99 -3.74
O -12.81 -28.09 -3.45
C -13.95 -26.09 -2.12
H -11.82 -25.54 -4.24
H -13.50 -24.81 -4.29
H -12.83 -25.91 -5.60
H -13.01 -26.15 -1.58
H -14.50 -26.84 -1.55
H -14.44 -25.13 -2.26
C -9.01 -22.81 4.48
S -10.61 -23.53 5.13
O -11.56 -22.33 5.25
C -11.06 -24.69 3.76
H -8.41 -23.69 4.26
H -8.55 -22.42 5.39
H -9.17 -22.07 3.69
H -12.03 -25.18 3.87
H -10.20 -25.29 3.46
H -11.16 -24.08 2.86
C -13.63 -27.67 2.63
S -11.98 -28.02 3.37
O -12.11 -28.81 4.70
C -11.26 -28.99 1.95
H -14.12 -28.64 2.76
H -13.68 -27.34 1.60
H -14.32 -27.05 3.20
H -10.24 -29.37 1.98
H -11.32 -28.42 1.02
H -11.93 -29.83 1.81
C -16.24 -22.06 -2.39
S -14.98 -20.75 -2.38
O -15.67 -19.40 -2.34
C -14.31 -21.13 -0.70
H -16.59 -22.55 -3.30
H -17.15 -21.60 -2.00
H -16.20 -22.93 -1.72
H -15.12 -21.47 -0.06
H -13.84 -20.24 -0.28
H -13.47 -21.83 -0.77


Entry 4:
45
Properties=species:S:1:pos:R:3 method="wB97M-V/def2-TZVPD" orbital_gap_ha=0.23433 multiplicity=1 total_charge=+1 e_above_lowest_kcal_mol=0.0 e_tot_ev=-108423.8706
Ca -0.66 0.92 3.06
Br -0.10 -1.22 1.37
C -2.08 0.08 -3.04
C -1.79 -1.14 -2.20
O -0.38 -1.39 -2.22
H -3.15 0.21 -3.22
H -1.59 0.01 -4.01
H -1.70 1.00 -2.58
H -2.32 -2.02 -2.57
H -2.12 -0.98 -1.16
H -0.15 -1.77 -1.37
C -4.93 -0.31 2.15
C -3.47 0.12 2.08
C -3.27 1.33 1.19
O -1.87 1.67 1.26
C -1.46 2.65 0.30
N -2.90 0.42 3.43
H -5.08 -1.03 2.96
H -5.25 -0.80 1.23
H -5.58 0.55 2.36
H -2.90 -0.67 1.59
H -3.84 2.20 1.54
H -3.53 1.10 0.16
H -1.97 2.49 -0.64
H -0.39 2.50 0.10
H -1.61 3.66 0.67
H -2.85 -0.45 3.96
H -3.59 0.99 3.93
C 4.50 0.36 -2.17
C 3.45 -0.40 -1.38
C 3.93 -0.83 -0.03
O 5.17 -1.47 -0.13
C 5.70 -1.83 1.10
N 2.25 0.42 -1.19
H 5.01 1.07 -1.51
H 4.03 0.94 -2.96
H 5.23 -0.32 -2.61
H 3.19 -1.30 -1.96
H 3.17 -1.48 0.44
H 3.98 0.06 0.63
H 6.66 -2.31 0.94
H 5.06 -2.57 1.61
H 5.85 -0.97 1.76
H 1.52 -0.16 -0.79
H 1.84 0.66 -2.09


Entry 5:
54
Properties=species:S:1:pos:R:3 method="wB97M-V/def2-TZVPD" orbital_gap_ha=0.38854 multiplicity=1 smiles=ClCCl.ClCCl.ClCCl.ClCCl.ClCCl.ClCCl.CO.CO.CO.CO total_charge=0 e_tot_ev=-169281.1180
Cl 5.64 2.42 -0.77
C 4.79 3.15 -2.04
Cl 5.85 4.19 -3.11
H 4.29 2.55 -2.76
H 3.98 3.76 -1.59
Cl 1.75 -2.43 3.31
C 0.26 -3.02 2.67
Cl -0.38 -4.36 3.58
H -0.46 -2.26 2.66
H 0.27 -3.31 1.60
Cl 1.63 3.89 3.23
C 2.85 3.38 2.10
Cl 3.65 4.70 1.21
H 3.53 2.71 2.55
H 2.31 2.72 1.40
Cl -3.71 3.30 -3.15
C -3.86 3.33 -1.37
Cl -2.90 4.64 -0.67
H -4.98 3.39 -1.13
H -3.47 2.39 -0.98
Cl -3.14 -2.91 0.51
C -3.40 -3.37 -1.27
Cl -4.11 -2.14 -2.21
H -2.39 -3.64 -1.57
H -4.03 -4.24 -1.24
Cl 0.55 -0.51 -3.71
C 0.00 -0.04 -2.08
Cl -0.52 1.64 -1.99
H -0.84 -0.69 -1.72
H 0.81 -0.20 -1.36
C 0.61 -4.37 -2.52
O 0.01 -3.77 -1.42
H 0.86 -3.63 -3.33
H 1.54 -4.91 -2.30
H -0.08 -5.09 -3.03
H 0.64 -3.15 -1.00
C -0.28 0.85 2.63
O -1.31 -0.15 2.50
H -0.11 1.26 1.65
H -0.50 1.66 3.37
H 0.58 0.27 3.04
H -1.95 0.07 1.82
C 3.10 -1.26 -0.82
O 1.93 -1.79 -0.27
H 4.02 -1.88 -0.78
H 2.91 -1.07 -1.89
H 3.36 -0.31 -0.32
H 2.01 -1.86 0.70
C -3.83 1.51 2.12
O -2.73 1.71 1.20
H -3.50 0.97 3.03
H -4.28 2.47 2.37
H -4.60 0.92 1.61
H -2.39 2.52 1.51


Entry 6:
45
Properties=species:S:1:pos:R:3 method="wB97M-V/def2-TZVPD" orbital_gap_ha="0.38031 / 0.16480" multiplicity=4 total_charge=+3 e_tot_ev=-25440.0225
Pd 0.06 0.16 -1.03
C 1.41 3.52 0.23
C 1.01 2.30 1.02
C 0.88 2.56 2.52
O 0.54 1.31 3.11
C 0.53 1.36 4.53
N -0.17 1.71 0.55
H 2.29 3.82 0.80
H 0.51 4.14 0.30
H 1.70 3.42 -0.81
H 1.76 1.51 0.94
H 0.05 3.24 2.70
H 1.79 2.94 2.98
H 0.18 0.43 4.96
H -0.07 2.21 4.85
H 1.54 1.48 4.92
H -0.90 2.40 0.42
H -0.60 1.49 1.43
C -3.71 -2.18 -0.72
C -2.23 -1.72 -0.96
C -1.90 -1.52 -2.44
O -0.49 -1.40 -2.54
C -0.01 -1.57 -3.91
N -2.07 -0.34 -0.50
H -4.36 -1.55 -1.32
H -3.77 -2.08 0.37
H -4.03 -3.21 -0.85
H -1.57 -2.29 -0.31
H -2.49 -0.79 -2.99
H -2.19 -2.45 -2.93
H -0.63 -0.97 -4.57
H -0.26 -2.61 -4.10
H 1.05 -1.38 -4.04
H -2.47 -0.25 0.42
H -2.82 0.16 -0.95
C 2.11 -1.43 0.60
C 2.58 -1.57 -0.84
O 2.13 -0.43 -1.58
O 0.74 -1.16 0.66
H 2.65 -0.69 1.20
H 2.41 -2.40 0.99
H 2.18 -2.52 -1.18
H 3.67 -1.57 -0.82
H 2.67 -0.29 -2.36
H 0.31 -1.79 1.25


Entry 7:
43
Properties=species:S:1:pos:R:3 method="wB97M-V/def2-TZVPD" orbital_gap_ha="0.11719 / 0.28999" multiplicity=3 total_charge=0 e_tot_ev=-35625.3825
Pt 0.48 0.31 -0.58
H 2.51 -1.11 -1.26
H 1.82 -1.19 -1.58
P 1.63 1.42 1.10
P -1.20 0.05 -2.14
C -2.63 -1.00 -1.74
H -3.22 -1.13 -2.66
H -2.27 -1.98 -1.39
H -3.25 -0.54 -0.97
C -1.93 1.56 -2.84
H -1.14 2.23 -3.20
H -2.62 1.33 -3.66
H -2.49 2.08 -2.05
C -0.39 -0.76 -3.55
H -0.01 -1.73 -3.20
H -1.10 -0.90 -4.38
H 0.46 -0.15 -3.88
C 1.43 3.23 1.24
H 2.13 3.66 1.98
H 1.59 3.71 0.27
H 0.40 3.44 1.57
C 1.47 0.82 2.81
H 1.80 -0.22 2.90
H 2.09 1.46 3.46
H 0.42 0.89 3.12
C 3.39 1.22 0.69
H 3.57 1.61 -0.32
H 4.02 1.74 1.42
H 3.60 0.14 0.71
H 0.90 1.60 -1.47
H -0.67 1.23 0.09
C -2.41 -0.77 1.69
C -1.15 -1.53 1.50
N -0.07 -1.27 0.76
C 0.84 -2.28 0.98
C 0.30 -3.18 1.84
N -0.96 -2.71 2.14
H -3.25 -1.32 1.25
H -2.61 -0.66 2.76
H -2.34 0.23 1.23
H 1.78 -2.27 0.46
H 0.72 -4.10 2.19
H -1.66 -3.13 2.71


Entry 8:
42
Properties=species:S:1:pos:R:3 method="wB97M-V/def2-TZVPD" orbital_gap_ha=0.33034 multiplicity=1 smiles=C[Si](C)(C)C(S)([Si](C)(C)C)[Si](C)(C)C total_charge=0 e_above_lowest_kcal_mol=24.4 e_tot_ev=-45293.8589
C -1.78 0.69 -1.85
Si 0.02 0.93 -1.66
C 1.07 0.17 -3.00
C 0.29 2.74 -1.68
C 0.74 0.00 -0.17
S 2.52 -0.02 -0.16
Si -0.12 -1.76 -0.04
C -0.42 -2.50 -1.70
C 0.83 -3.17 0.87
C -1.72 -1.81 0.85
Si 0.28 0.80 1.57
C 1.42 2.33 1.82
C 0.66 -0.32 3.05
C -1.45 1.62 1.67
H -1.98 -0.28 -1.35
H -2.34 1.53 -1.42
H -2.21 0.54 -2.88
H 0.46 -0.49 -3.67
H 1.96 -0.47 -2.67
H 1.58 0.91 -3.58
H -0.14 3.05 -0.75
H -0.29 3.32 -2.42
H 1.36 3.05 -1.66
H 2.60 1.34 -0.44
H -1.39 -3.03 -1.65
H 0.40 -3.16 -2.08
H -0.48 -1.71 -2.39
H 1.21 -3.85 0.08
H 1.55 -2.77 1.47
H 0.20 -3.75 1.52
H -2.15 -2.80 1.20
H -2.54 -1.33 0.30
H -1.74 -1.25 1.77
H 0.84 2.85 2.63
H 2.44 2.18 2.07
H 1.47 2.93 0.86
H 0.29 0.08 4.02
H 1.75 -0.51 3.21
H 0.11 -1.26 2.94
H -1.64 1.63 2.78
H -2.12 0.95 1.17
H -1.54 2.62 1.38


no.,molar mass (Da)
1,332.2
2,408.2
3,480.5
4,344.3
5,637.8
6,346.8
7,433.4
8,264.7